Entry from OMol25: C2H5Cl4HgO as an isolated structure in a non-equilibrium geometry (ωB97M-V/def2-TZVPD).

Last column: natural (NBO) charge in e.
Positions of all 13 atoms, in Å:
Hg (-1.0777, -1.2827, -0.6546)  1.31
C (-2.3385, 0.5170, 1.9120)  -0.23
O (-1.3589, -0.3311, 1.4691)  -0.95
H (-2.3553, 1.3906, 1.2604)  0.13
H (-3.3144, 0.0332, 1.9525)  0.12
H (-2.0805, 0.6587, 2.9615)  0.14
Cl (0.0560, -3.2785, 0.7333)  -0.76
Cl (-2.3768, -0.2053, -2.6190)  -0.76
C (3.0256, 0.4656, -1.5387)  -0.40
Cl (1.5131, -0.2691, -0.9355)  -0.03
Cl (3.8003, 1.3541, -0.2580)  -0.02
H (3.7343, -0.2417, -1.9696)  0.22
H (2.7727, 1.1893, -2.3135)  0.22

Properties
Total charge: -1
LUMO in eV: 2.4
Orbital gap in Eh: 0.2583
Strongest force on any atom in eV Å⁻¹: 2.5
Total energy in eV: -58468.670